Molecular formula: C7H5N3OS
Method: DFT, wB97M-V/def2-TZVPD

Summary:
Molar mass: 179.204 g/mol
Energy relative to the best compared isomer or geometry (same formula, charge and spin): 138.7 kJ/mol
Calculated total energy: -24690.124 eV
E_HOMO: -8.7439 eV
Maximum force: 10.761 eV Å⁻¹
HOMO-LUMO gap: 8.96 eV

Atoms and positions in Å:
S (3.249696, 2.055019, 2.628368)
C (2.462478, 0.888701, 1.836667)
N (2.643746, -0.493140, 1.682826)
N (1.648554, -0.999509, 0.984255)
C (0.898925, -0.095776, 0.548835)
C (-0.308478, -0.130456, -0.255303)
C (-1.150800, 0.823627, -0.281165)
C (-2.346711, 0.705061, -1.164389)
C (-2.410769, -0.373793, -1.880522)
N (-1.544947, -1.438428, -1.920184)
C (-0.478976, -1.351337, -1.074483)
O (1.277483, 1.132001, 1.087118)
H (3.411596, -0.964110, 2.249779)
H (-1.186665, 1.606826, 0.339859)
H (-3.109431, 1.309384, -1.396515)
H (-3.237298, -0.656877, -2.402000)
H (0.181598, -2.017193, -0.983145)

Forces on atoms 1 to 6 (eV/Å):
0.3 -0.2 0.1
-1.5 -0.8 -1.0
1.8 3.2 2.2
0.0 -4.0 -1.3
0.1 2.4 1.7
3.7 -6.0 -1.0

Results of the Mulliken charge analysis, in e, for atoms 1 through 5:
1. S -0.367
2. C 0.248
3. N 0.038
4. N -0.573
5. C 0.369

Molecular formula: C7H5NO6
Method: DFT, wB97M-V/def2-TZVPD

Summary:
Molar mass: 199.118 g/mol
Energy relative to the best compared isomer or geometry (same formula, charge and spin): 0.0 kJ/mol
Calculated total energy: -21111.450 eV
Net charge: -2
E_HOMO: -1.1364 eV
Maximum force: 3.417 eV Å⁻¹
HOMO-LUMO gap: 7.43 eV

Atoms and positions in Å:
O (3.294002, -1.346932, -0.723040)
C (2.169727, -1.021391, -0.292018)
O (1.215939, -2.061230, -0.364359)
C (1.816182, 0.120663, 0.470320)
C (0.427103, 0.377679, 0.913976)
C (-0.631036, 0.296172, 0.136891)
C (-1.167341, 0.141905, -1.169647)
C (-2.051320, 0.545493, 0.063475)
C (-3.169690, -0.565225, 0.322482)
O (-4.286468, -0.000091, 0.450733)
O (-2.841331, -1.759664, 0.441738)
N (2.718559, 1.164626, 0.447749)
O (3.849122, 1.029684, -0.001136)
O (2.299552, 2.283151, 0.860841)
H (0.300794, -1.719455, -0.011381)
H (0.370154, 0.842530, 1.885155)
H (-1.099314, -0.879949, -1.486971)
H (-0.882254, 0.936723, -1.972066)
H (-2.332371, 1.615320, 0.027256)

Forces on atoms 1 to 6 (eV/Å):
-1.9 0.5 0.1
1.9 -2.8 0.2
-2.0 1.8 0.7
-0.4 0.0 -0.9
1.3 0.7 -0.1
0.5 0.6 1.6

Results of the Mulliken charge analysis, in e, for atoms 1 through 5:
1. O -0.695
2. C 0.579
3. O -0.556
4. C -0.018
5. C -0.125

Molecular formula: C7H5NO7Pb
Method: DFT, wB97M-V/def2-TZVPD

Summary:
Molar mass: 422.317 g/mol
Energy relative to the best compared isomer or geometry (same formula, charge and spin): 142.6 kJ/mol
Calculated total energy: -28382.557 eV
Net charge: +2
E_HOMO (alpha / beta): -14.6015 / -14.5960 eV
Maximum force: 14.701 eV Å⁻¹
HOMO-LUMO gap (alpha / beta): 5.54 / 5.56 eV

Atoms and positions in Å:
O (0.101295, 3.581074, -3.060237)
C (0.101065, 2.509283, -2.677679)
Pb (0.101376, 0.040950, -1.700273)
O (0.101045, -1.380508, -4.659999)
C (0.100680, -0.874706, -3.599855)
C (0.102989, -2.038577, -1.030757)
O (0.100128, -3.179893, -0.628782)
C (-1.905640, -0.190945, -1.696751)
O (-3.080116, -0.302570, -1.666728)
C (2.108650, -0.191374, -1.691310)
O (3.274698, -0.302840, -1.665015)
N (0.689470, -0.093374, 3.131139)
C (-0.509215, 0.699167, 2.642105)
C (-0.850303, 0.193571, 1.165739)
O (-1.805929, -0.391214, 1.021037)
O (0.110400, 0.544286, 0.423845)
H (0.467135, -1.091950, 3.113727)
H (0.877669, 0.182515, 4.093999)
H (1.508249, 0.096143, 2.553245)
H (-1.327067, 0.454047, 3.268436)
H (-0.266586, 1.736917, 2.664106)

Forces on atoms 1 to 6 (eV/Å):
0.0 -2.4 0.9
-0.1 4.7 -1.9
-0.1 8.0 1.7
0.0 3.3 4.8
0.2 -6.0 -8.5
0.0 -11.6 4.0

Results of the Mulliken charge analysis, in e, for atoms 1 through 5:
1. O -0.084
2. C 0.194
3. Pb 2.003
4. O -0.147
5. C 0.118

Molecular formula: C7H5O2S
Method: DFT, wB97M-V/def2-TZVPD

Summary:
Molar mass: 153.182 g/mol
Energy relative to the best compared isomer or geometry (same formula, charge and spin): 531.6 kJ/mol
Calculated total energy: -22266.230 eV
Net charge: -1
E_HOMO (alpha / beta): -3.7533 / -3.7533 eV
Maximum force: 2.531 eV Å⁻¹
HOMO-LUMO gap (alpha / beta): 7.10 / 7.09 eV

Atoms and positions in Å:
C (1.417404, 0.656240, -0.735271)
C (0.026249, 0.563228, -0.700688)
C (1.971839, -0.266485, 0.160969)
C (-0.300459, -0.413328, 0.232792)
C (-2.481287, -0.044182, 0.897120)
C (0.926114, -0.920239, 0.789515)
C (-1.561561, -1.162860, 0.667050)
O (1.004869, -1.935950, 3.242880)
O (-1.107178, -1.988885, 1.755425)
S (0.558976, -2.268158, 1.882383)
H (1.981214, 1.335546, -1.355260)
H (-0.673076, 1.139575, -1.281550)
H (3.020732, -0.449876, 0.327945)
H (-1.916021, -1.837574, -0.131900)
H (-2.423832, 0.264120, 1.956648)

Forces on atoms 1 to 6 (eV/Å):
0.4 0.2 -0.2
-0.4 0.1 -0.2
0.7 -0.1 0.1
0.1 -0.1 0.3
1.1 -0.1 -0.1
-2.5 -0.4 0.4

Results of the Mulliken charge analysis, in e, for atoms 1 through 5:
1. C -0.327
2. C -0.920
3. C -0.575
4. C 0.020
5. C -0.769

Molecular formula: C7H6
Method: DFT, wB97M-V/def2-TZVPD

Summary:
Molar mass: 90.125 g/mol
Energy relative to the best compared isomer or geometry (same formula, charge and spin): 235.5 kJ/mol
Calculated total energy: -7351.058 eV
E_HOMO: -8.4809 eV
Maximum force: 1.870 eV Å⁻¹
HOMO-LUMO gap: 8.43 eV

Atoms and positions in Å:
C (-3.165109, -0.936896, 0.073663)
C (-2.353957, -0.051702, -0.000437)
C (-1.407723, 0.985901, -0.055626)
C (-0.055408, 0.977611, -0.041658)
C (0.939722, -0.038241, -0.009197)
C (1.526432, -1.209228, -0.134501)
C (2.445499, -0.067309, 0.123466)
H (-3.898820, -1.686069, 0.120704)
H (-1.881906, 1.963643, -0.104019)
H (0.404659, 1.960809, -0.063056)
H (1.474573, -2.252369, -0.328084)
H (3.067965, 0.308970, -0.683042)
H (2.904070, 0.044881, 1.101786)

Forces on atoms 1 to 6 (eV/Å):
0.4 0.6 -0.1
0.0 -1.1 0.1
0.6 0.7 0.0
-0.9 0.7 -0.1
1.1 -1.5 -0.1
-0.9 1.4 0.2

Results of the Mulliken charge analysis, in e, for atoms 1 through 5:
1. C 0.399
2. C -0.472
3. C -0.761
4. C -0.150
5. C 0.190

Molecular formula: C7H6
Method: DFT, wB97M-V/def2-TZVPD

Summary:
Molar mass: 90.125 g/mol
Energy relative to the best compared isomer or geometry (same formula, charge and spin): 305.5 kJ/mol
Calculated total energy: -7350.332 eV
E_HOMO: -9.6213 eV
Maximum force: 1.315 eV Å⁻¹
HOMO-LUMO gap: 10.63 eV

Atoms and positions in Å:
C (4.234253, -1.447757, 0.228106)
C (3.655649, -0.409673, 0.035659)
C (2.998449, 0.765275, -0.157444)
C (2.422778, 1.813415, -0.298971)
H (4.743953, -2.348135, 0.394149)
H (1.916442, 2.722458, -0.423049)
C (-0.514145, 0.669266, 1.197523)
C (-1.378307, 0.185470, 0.526634)
C (-2.424701, -0.388088, -0.289799)
H (0.265716, 1.067507, 1.774756)
H (-1.985953, -0.997579, -1.082535)
H (-3.077004, -1.018447, 0.315768)
H (-3.017231, 0.407848, -0.743667)

Forces on atoms 1 to 6 (eV/Å):
-0.5 0.9 -0.2
0.6 -1.1 0.2
-0.6 1.2 -0.1
0.5 -0.9 0.1
0.3 -0.5 0.1
-0.3 0.5 -0.1

Results of the Mulliken charge analysis, in e, for atoms 1 through 5:
1. C -0.390
2. C 0.003
3. C 0.231
4. C -0.637
5. H 0.411

Please write out number 6 again, unchanged.
Molecular formula: C7H6
Method: DFT, wB97M-V/def2-TZVPD

Summary:
Molar mass: 90.125 g/mol
Energy relative to the best compared isomer or geometry (same formula, charge and spin): 305.5 kJ/mol
Calculated total energy: -7350.332 eV
E_HOMO: -9.6213 eV
Maximum force: 1.315 eV Å⁻¹
HOMO-LUMO gap: 10.63 eV

Atoms and positions in Å:
C (4.234253, -1.447757, 0.228106)
C (3.655649, -0.409673, 0.035659)
C (2.998449, 0.765275, -0.157444)
C (2.422778, 1.813415, -0.298971)
H (4.743953, -2.348135, 0.394149)
H (1.916442, 2.722458, -0.423049)
C (-0.514145, 0.669266, 1.197523)
C (-1.378307, 0.185470, 0.526634)
C (-2.424701, -0.388088, -0.289799)
H (0.265716, 1.067507, 1.774756)
H (-1.985953, -0.997579, -1.082535)
H (-3.077004, -1.018447, 0.315768)
H (-3.017231, 0.407848, -0.743667)

Forces on atoms 1 to 6 (eV/Å):
-0.5 0.9 -0.2
0.6 -1.1 0.2
-0.6 1.2 -0.1
0.5 -0.9 0.1
0.3 -0.5 0.1
-0.3 0.5 -0.1

Results of the Mulliken charge analysis, in e, for atoms 1 through 5:
1. C -0.390
2. C 0.003
3. C 0.231
4. C -0.637
5. H 0.411